{
  "formula": "C18H21NO4",
  "method": "wB97M-V/def2-TZVPD",
  "species": ["C", "C", "C", "C", "C", "C", "C", "O", "O", "C", "C", "C", "O", "N", "C", "O", "C", "C", "C", "C", "C", "C", "C", "H", "H", "H", "H", "H", "H", "H", "H", "H", "H", "H", "H", "H", "H", "H", "H", "H", "H", "H", "H", "H"],
  "positions_angstrom": [[3.1459, 0.5885, 2.1014], [2.8703, 1.6061, 0.9841], [2.3604, 0.8629, -0.2707], [1.3280, 1.6565, -1.0910], [1.6691, 1.7068, -2.5801], [-0.1644, 1.2061, -0.9219], [-0.8868, 2.4546, -0.3745], [-0.9644, 3.5351, -0.8530], [-1.4634, 2.1143, 0.8300], [-1.8597, 0.7239, 0.6520], [-2.2943, 0.2957, 2.0684], [-3.7546, -0.0664, 2.1593], [-4.6086, 0.7215, 2.4567], [-2.9394, 0.8045, -0.3406], [-3.3143, -0.2061, -0.9177], [-3.6495, -1.1158, -1.5233], [-0.5192, 0.1691, 0.1390], [-0.4551, -1.2916, -0.2346], [0.4882, -1.7642, -1.1472], [0.5747, -3.1033, -1.4945], [-0.2978, -4.0332, -0.9400], [-1.2677, -3.5711, -0.0615], [-1.3493, -2.2308, 0.2821], [2.2024, 0.1128, 2.3652], [3.6143, 1.0367, 2.9689], [3.7667, -0.1983, 1.6837], [2.1743, 2.3730, 1.3096], [3.8308, 2.0457, 0.7338], [3.2268, 0.7159, -0.9133], [2.0356, -0.1305, 0.0142], [1.4029, 2.6843, -0.7505], [0.9922, 2.4138, -3.0543], [1.5399, 0.7262, -3.0310], [2.6735, 2.0947, -2.7220], [-0.6101, 1.0774, -1.9041], [-2.1115, 1.1188, 2.7453], [-1.6835, -0.5386, 2.3996], [-4.0462, -1.1069, 1.9205], [0.1584, 0.3816, 0.9671], [1.1884, -1.0781, -1.5948], [1.3194, -3.4649, -2.1863], [-0.2201, -5.0762, -1.1922], [-1.9612, -4.2852, 0.3570], [-2.1410, -1.9649, 0.9612]],
  "forces_ev_per_a": [[-0.5, 0.2, -0.7], [0.3, -1.0, 0.1], [0.3, 0.7, 0.0], [0.1, -0.6, -0.2], [-0.3, 0.3, 0.4], [0.3, 1.7, 0.3], [-0.1, -0.8, 0.3], [0.2, 0.4, 0.0], [-0.5, 0.1, -0.6], [0.5, 1.6, 0.9], [0.0, -0.4, -0.1], [-0.3, 0.1, -0.1], [0.0, 0.0, 0.1], [0.1, -1.2, 0.3], [0.9, 1.3, 0.6], [-1.0, -1.2, -0.9], [-0.2, -0.4, -0.4], [-0.3, -0.3, -0.3], [0.1, 0.1, -0.1], [-0.2, -0.4, 0.2], [0.0, 0.7, 0.1], [0.2, -0.4, -0.1], [0.1, -0.2, 0.0], [-0.1, 0.0, 0.4], [0.1, -0.1, 0.2], [0.3, -0.1, 0.2], [-0.1, 0.2, 0.1], [0.0, 0.6, 0.0], [0.1, -0.2, -0.1], [-0.2, -0.1, 0.0], [-0.1, 0.2, 0.1], [-0.1, 0.0, -0.2], [0.2, -0.1, -0.2], [0.2, -0.2, -0.1], [0.0, -0.6, -0.1], [0.0, 0.3, 0.0], [0.1, -0.2, 0.0], [0.1, -0.1, -0.1], [0.1, -0.3, 0.2], [0.0, 0.1, -0.1], [0.2, 0.2, -0.1], [0.0, -0.2, 0.0], [-0.2, 0.1, 0.1], [-0.1, 0.2, 0.1]],
  "gap_ev": 10.3,
  "smiles": "CCC[C@@H](C)[C@@H]1C(=O)O[C@@](CC=O)(N=C=O)[C@H]1c1ccccc1",
  "homo_energy_ha": -0.360
}